Run i
This record from the Open Molecules 2025 dataset describes a gas-phase ion, C6H14NO (charge -1). The level of theory is ωB97M-V/def2-TZVPD.

ORCA input file:
```
! RIJCOSX wB97M-V def2-TZVPD def2/J DEFGRID3
* xyz -1 1
C -0.33 2.45 0.22
H 0.03 0.26 1.59
C -0.43 -0.06 0.65
H -0.13 3.20 -0.56
C 0.20 -1.37 0.24
O 2.37 -2.50 0.44
C 1.80 -1.31 0.28
H -1.32 2.70 0.60
H 2.09 -0.80 -0.67
H -0.02 -1.67 -0.80
H -1.12 -0.03 -2.04
C -0.22 1.06 -0.39
H 0.39 2.68 1.02
C -1.18 0.95 -1.56
H 1.98 -0.58 1.13
H -0.89 -3.02 0.84
H 0.81 0.92 -0.73
H 0.73 -3.02 1.23
H -1.50 -0.20 0.85
H -0.95 1.70 -2.31
H -2.20 1.07 -1.19
N -0.12 -2.45 1.17
*
```

SMILES string: CC(C)C[C@H](N)C[O-]
Kohn-Sham gap: 0.227 Ha

Here are the natural (NBO) charges for atoms 1 to 4, given in e: -0.595, 0.201, -0.396, 0.186


Run ii
This record from the Open Molecules 2025 dataset describes a gas-phase ion, C6H14NO (charge -1). The level of theory is ωB97M-V/def2-TZVPD.

ORCA input file:
```
! RIJCOSX wB97M-V def2-TZVPD def2/J DEFGRID3
* xyz -1 1
H -2.92 0.45 0.60
C -1.21 -0.36 -0.18
H 0.15 -1.71 0.24
C -1.99 -1.75 -0.28
C 1.20 -0.38 -0.80
C 2.00 1.48 0.77
H -1.65 0.05 1.89
H -2.53 -2.01 0.64
H 1.75 0.76 1.55
H 2.90 0.85 -0.97
O -1.16 -2.78 -0.58
H 0.78 -0.40 -1.83
H -1.39 1.46 0.98
C 1.86 1.01 -0.69
N 0.18 -0.69 0.16
H 1.33 2.32 1.02
H 1.44 1.80 -1.31
H 2.00 -1.12 -0.78
C -1.88 0.48 0.91
H -1.16 0.15 -1.15
H -2.64 -1.57 -1.19
H 2.96 1.97 0.99
*
```

SMILES string: CCCN[C@H](C)C[O-]
Kohn-Sham gap: 0.235 Ha

Here are the natural (NBO) charges for atoms 1 to 4, given in e: 0.196, -0.080, 0.416, -0.048


Run iii
This record from the Open Molecules 2025 dataset describes a molecular structure, C6H14NO. The level of theory is ωB97M-V/def2-TZVPD.

ORCA input file:
```
! RIJCOSX wB97M-V def2-TZVPD def2/J DEFGRID3
* xyz -1 1
C -2.73 -0.89 0.30
H 2.02 -1.17 1.63
C 2.17 1.26 -0.98
H 3.13 0.72 -1.09
C 1.06 -0.87 -0.21
H 1.87 -1.55 -0.48
H 0.99 0.00 -2.22
H 1.77 2.01 0.06
C -2.12 0.47 0.71
H -2.48 1.41 0.27
C 1.16 -0.56 1.32
N 2.03 2.54 -0.93
H -2.84 -0.82 -0.82
H 0.08 -1.38 -0.25
C 0.98 0.32 -1.17
O -1.94 -1.90 0.68
H 0.24 -0.87 1.81
H -1.09 0.46 0.38
H -2.03 0.50 1.79
H 0.09 0.91 -1.03
H -3.79 -0.87 0.65
H 1.45 0.47 1.47
*
```

Kohn-Sham gap: 0.230 Ha

Here are the natural (NBO) charges for atoms 1 to 4, given in e: -0.004, 0.190, 0.159, 0.114


Run iv
This record from the Open Molecules 2025 dataset describes a gas-phase ion, C6H14NO (charge -1). The level of theory is ωB97M-V/def2-TZVPD.

ORCA input file:
```
! RIJCOSX wB97M-V def2-TZVPD def2/J DEFGRID3
* xyz -1 1
H 0.33 -0.48 2.32
O 2.26 0.10 3.75
H -0.32 1.26 -2.16
H -1.95 0.94 -1.58
H 2.89 1.08 2.08
C -0.60 0.46 -0.07
H 1.41 1.26 -0.02
H 1.39 -0.38 -0.54
H -0.90 -0.73 -3.34
C 0.91 0.29 0.21
H -0.20 -1.38 -1.80
N -2.30 -1.55 -1.97
H -2.21 -2.14 -1.15
C -0.92 0.57 -1.58
H 1.40 1.75 2.87
H -1.00 -0.44 0.45
H -3.00 -0.87 -1.68
C -1.04 -0.81 -2.24
C 1.13 -0.13 1.67
C 1.96 0.84 2.66
H 1.83 -0.98 1.71
H -1.06 1.33 0.40
*
```

SMILES string: NCCCCCC[O-]
Kohn-Sham gap: 0.206 Ha

Here are the natural (NBO) charges for atoms 1 to 4, given in e: 0.198, -0.969, 0.204, 0.174


What should be chosen as the least stable of them? Choose run iii.


Run i
This record from the Open Molecules 2025 dataset describes a gas-phase ion, C6H14NO (charge -1). The level of theory is ωB97M-V/def2-TZVPD.

ORCA input file:
```
! RIJCOSX wB97M-V def2-TZVPD def2/J DEFGRID3
* xyz -1 1
H -1.57 -1.71 -2.11
H -0.14 0.57 1.35
H -1.81 -1.98 1.56
C -0.17 0.55 0.17
H 1.58 0.28 -0.88
O 3.36 0.56 0.39
H 1.99 1.64 1.48
C -0.84 -1.15 -1.49
H -0.09 1.81 -1.59
H -0.26 -1.27 1.65
H 0.17 -1.51 -1.42
C 2.32 0.74 1.02
C -1.01 -1.54 0.95
N 1.21 0.08 0.01
H -0.42 -2.45 0.58
H -0.88 -0.31 -2.24
H -1.53 2.25 -0.46
C -1.37 -0.64 -0.13
H 0.18 2.53 -0.04
H 2.17 0.03 1.90
C -0.47 1.81 -0.53
H -2.41 -0.31 -0.17
*
```

SMILES string: CC(C)[C@H](C)NC[O-]
Kohn-Sham gap: 0.239 Ha

Here are the natural (NBO) charges for atoms 1 to 4, given in e: 0.186, 0.178, 0.185, -0.022


Run ii
This record from the Open Molecules 2025 dataset describes a molecular structure, C6H14NO. The level of theory is ωB97M-V/def2-TZVPD.

ORCA input file:
```
! RIJCOSX wB97M-V def2-TZVPD def2/J DEFGRID3
* xyz -1 1
H 2.54 -1.70 -0.46
H -1.98 -0.20 0.99
H 1.54 2.31 0.38
H -0.01 1.78 0.95
C 1.06 1.47 0.84
H -1.86 1.37 -1.08
H -4.25 -0.05 -0.98
H 1.36 0.74 -1.20
H 1.69 1.21 1.75
H -4.03 1.00 0.47
H -0.53 -0.48 -0.61
C -1.70 0.30 -1.05
H -2.61 -1.54 -0.23
H -1.71 -0.09 -2.10
C 1.19 0.32 -0.18
H 2.30 -0.95 1.30
H -4.40 -0.79 0.70
C 2.39 -0.74 0.20
C -3.95 -0.02 0.08
N 0.51 -0.86 -0.10
C -2.48 -0.45 -0.02
O 3.69 -0.23 0.18
*
```

Kohn-Sham gap: 0.216 Ha

Here are the natural (NBO) charges for atoms 1 to 4, given in e: 0.182, 0.197, 0.202, 0.204


Run iii
This record from the Open Molecules 2025 dataset describes a gas-phase ion, C6H14NO (charge -1). The level of theory is ωB97M-V/def2-TZVPD.

ORCA input file:
```
! RIJCOSX wB97M-V def2-TZVPD def2/J DEFGRID3
* xyz -1 1
N -0.02 -1.49 0.00
H -1.00 0.66 -1.46
H 1.92 -3.94 0.72
H 0.19 0.14 1.23
H -0.10 -1.72 -0.99
O -2.25 2.00 1.16
C 1.59 -3.29 -0.11
H 0.58 -3.57 -0.37
H -2.54 3.03 -0.68
H 0.81 0.92 -1.04
H -0.11 2.98 -1.25
C -0.24 0.92 -0.70
H 2.29 -3.35 -0.92
H 0.28 2.51 0.50
H 1.23 -1.88 1.51
C -1.86 2.90 0.23
C -0.45 2.46 -0.35
C 1.37 -1.83 0.42
H -1.91 3.87 0.73
H -1.46 -0.13 0.78
C -0.44 -0.11 0.40
H 2.12 -1.09 0.18
*
```

SMILES string: CCNCCCC[O-]
Kohn-Sham gap: 0.210 Ha

Here are the natural (NBO) charges for atoms 1 to 4, given in e: -0.646, 0.179, 0.197, 0.170


Run iv
This record from the Open Molecules 2025 dataset describes 2 unconnected molecules or ions with the total composition C6H14NO. The level of theory is ωB97M-V/def2-TZVPD.

ORCA input file:
```
! RIJCOSX wB97M-V def2-TZVPD def2/J DEFGRID3
* xyz -1 1
H 0.87 -2.31 2.23
H 1.03 0.50 1.07
H 1.30 -0.76 4.33
H -0.77 -0.85 -2.97
C 1.21 -1.26 2.29
H 1.09 0.53 -1.08
H 0.86 1.03 -2.80
N 0.82 -0.54 3.47
H -0.21 -0.56 3.70
H 0.75 2.28 -1.59
C -1.87 1.78 -1.52
C -0.92 0.89 -1.69
H -0.46 -0.45 1.19
H -2.17 -0.88 -1.96
H -1.72 2.84 -1.35
C 0.55 1.22 -1.77
H -0.46 -1.19 -1.32
O 1.08 -1.24 -0.15
C 0.67 -0.56 1.02
H -2.84 1.42 -1.37
H 2.32 -1.31 2.23
C -1.14 -0.57 -1.95
*
```

Kohn-Sham gap: 0.251 Ha

Here are the natural (NBO) charges for atoms 1 to 4, given in e: 0.145, 0.103, 0.340, 0.191


What should be chosen as the least stable of them? Choose run ii.